{
  "formula": "C42H62ClF24N4O16",
  "method": "ωB97M-V/def2-TZVPD",
  "species": ["C", "C", "C", "N", "N", "C", "C", "C", "N", "C", "N", "C", "C", "C", "Cl", "H", "H", "H", "H", "H", "H", "H", "H", "H", "H", "H", "H", "H", "H", "H", "H", "H", "H", "H", "H", "H", "H", "C", "C", "O", "C", "O", "C", "F", "F", "F", "H", "H", "H", "H", "H", "C", "C", "O", "C", "O", "C", "F", "F", "F", "H", "H", "H", "H", "H", "C", "C", "O", "C", "O", "C", "F", "F", "F", "H", "H", "H", "H", "H", "C", "C", "O", "C", "O", "C", "F", "F", "F", "H", "H", "H", "H", "H", "C", "C", "O", "C", "O", "C", "F", "F", "F", "H", "H", "H", "H", "H", "C", "C", "O", "C", "O", "C", "F", "F", "F", "H", "H", "H", "H", "H", "C", "C", "O", "C", "O", "C", "F", "F", "F", "H", "H", "H", "H", "H", "C", "C", "O", "C", "O", "C", "F", "F", "F", "H", "H", "H", "H", "H"],
  "coordinates": [[-1.7429, 1.5229, -2.7663], [-2.0904, 1.9918, -4.1737], [-2.6043, 0.9079, -5.1426], [-3.0428, -0.3030, -4.4392], [-2.6351, -1.5404, -5.0484], [-3.7062, -2.5454, -4.9861], [-4.1943, -2.7760, -3.5408], [-3.1389, -2.3889, -2.4944], [-1.7705, -2.5249, -3.0302], [-1.5653, -2.0392, -4.2848], [-0.3734, -2.1153, -4.8412], [-0.0193, -1.7757, -6.2108], [1.1174, -0.7362, -6.3825], [2.4944, -1.3892, -6.4697], [1.1175, 0.4657, -5.0477], [-1.6083, 2.3934, -2.1230], [-0.8124, 0.9563, -2.7257], [-2.5263, 0.9138, -2.3207], [-1.2013, 2.4466, -4.6152], [-2.8208, 2.7971, -4.0825], [-3.4562, 1.3240, -5.6876], [-1.8686, 0.6490, -5.9011], [-4.0492, -0.3272, -4.3629], [-3.2764, -3.4609, -5.3970], [-4.5266, -2.2623, -5.6421], [-5.0711, -2.1776, -3.3349], [-4.5051, -3.8149, -3.4340], [-3.2875, -1.3448, -2.2163], [-3.2603, -2.9672, -1.5836], [-1.0427, -2.2534, -2.3773], [0.3739, -2.4928, -4.2733], [0.3448, -2.7020, -6.6613], [-0.9048, -1.4825, -6.7620], [0.9151, -0.1420, -7.2712], [3.2561, -0.6507, -6.2298], [2.6661, -1.7984, -7.4612], [2.5741, -2.1707, -5.7120], [-5.3298, 2.8920, 0.3274], [-5.8550, 1.7856, 1.2129], [-6.7511, 0.9049, 0.4931], [-6.2018, 0.0221, -0.3067], [-5.0355, -0.1693, -0.5091], [-7.3027, -0.8172, -0.9832], [-8.2406, -0.0502, -1.5267], [-7.8740, -1.6375, -0.1065], [-6.7500, -1.5565, -1.9474], [-6.1555, 3.4513, -0.1129], [-4.7201, 3.5746, 0.9165], [-4.7167, 2.4975, -0.4817], [-6.4612, 2.1911, 2.0181], [-5.0528, 1.1952, 1.6534], [-2.3817, 7.4233, -6.8984], [-1.8844, 6.4605, -5.8431], [-2.1055, 6.9445, -4.5032], [-3.3348, 6.8249, -4.0329], [-4.2812, 6.3476, -4.5819], [-3.3708, 7.3405, -2.5817], [-2.7877, 8.5355, -2.4840], [-2.7029, 6.4907, -1.7903], [-4.6136, 7.4307, -2.1444], [-1.9179, 8.4010, -6.7678], [-2.1326, 7.0469, -7.8896], [-3.4612, 7.5522, -6.8415], [-0.8061, 6.3427, -5.9209], [-2.3387, 5.4746, -5.9439], [2.9112, 3.0275, -1.5739], [1.5172, 3.0248, -2.1611], [0.5223, 3.4293, -1.2027], [0.4418, 4.7319, -0.9705], [1.0880, 5.5967, -1.4753], [-0.6933, 4.9998, 0.0352], [-0.5932, 4.2028, 1.0987], [-1.8725, 4.7610, -0.5545], [-0.6715, 6.2562, 0.4379], [2.9496, 2.3984, -0.6840], [3.6226, 2.6460, -2.3055], [3.2181, 4.0323, -1.2897], [1.2294, 2.0149, -2.4468], [1.4459, 3.6604, -3.0441], [-0.1359, 8.9652, 0.0295], [-0.1407, 9.7158, -1.2843], [0.7589, 10.8432, -1.2596], [2.0436, 10.5633, -1.3953], [2.5371, 9.4895, -1.5671], [2.8614, 11.8691, -1.3483], [2.5143, 12.6145, -0.3001], [2.6416, 12.5778, -2.4596], [4.1544, 11.6009, -1.2689], [-0.3778, 9.6391, 0.8517], [-0.8756, 8.1656, 0.0007], [0.8388, 8.5238, 0.2307], [-1.1197, 10.1451, -1.4752], [0.1134, 9.0681, -2.1228], [0.6208, -5.5818, 1.8498], [-0.0985, -5.1053, 0.6109], [0.4326, -3.8439, 0.1285], [1.5748, -3.9076, -0.5281], [2.2080, -4.8735, -0.8208], [1.9909, -2.4853, -0.9502], [1.9135, -1.6213, 0.0510], [1.1488, -2.0456, -1.9290], [3.2096, -2.4691, -1.4484], [0.5808, -4.8211, 2.6290], [0.1533, -6.4900, 2.2231], [1.6660, -5.7943, 1.6448], [-1.1443, -4.8991, 0.8260], [-0.0563, -5.8407, -0.1925], [1.8619, -2.1985, 7.1326], [1.1560, -3.2478, 7.9603], [0.4725, -4.2184, 7.1334], [1.2327, -5.1378, 6.5691], [2.4141, -5.2733, 6.6677], [0.3475, -6.0961, 5.7491], [-0.4834, -5.4217, 4.9445], [-0.3894, -6.8535, 6.5633], [1.0931, -6.8920, 4.9955], [1.1567, -1.7119, 6.4566], [2.3023, -1.4436, 7.7768], [2.6556, -2.6365, 6.5288], [0.3702, -2.7995, 8.5631], [1.8406, -3.7674, 8.6280], [1.6554, -12.0776, 4.5887], [2.3031, -12.3852, 3.2570], [1.8484, -11.4859, 2.2208], [2.3786, -10.2771, 2.2283], [3.2054, -9.8449, 2.9718], [1.7889, -9.4527, 1.0681], [0.4536, -9.5234, 1.0484], [2.2451, -9.9031, -0.1021], [2.1298, -8.1769, 1.1913], [0.5692, -12.1056, 4.4985], [1.9642, -12.8156, 5.3276], [1.9403, -11.0910, 4.9504], [2.0161, -13.3734, 2.9068], [3.3900, -12.3451, 3.3128], [7.4715, 1.4673, 9.2466], [7.7239, 0.1903, 8.4766], [7.0461, -0.9369, 9.0733], [5.7517, -1.0312, 8.8426], [5.0731, -0.3087, 8.1744], [5.1944, -2.2822, 9.5479], [5.5760, -2.3337, 10.8214], [5.6208, -3.3841, 8.9316], [3.8654, -2.2667, 9.5059], [7.7628, 1.3455, 10.2900], [8.0535, 2.2798, 8.8137], [6.4196, 1.7465, 9.2190], [8.7771, -0.0767, 8.5074], [7.4239, 0.2760, 7.4329]],
  "e_lumo_ev": -2.54,
  "max_force_ev_per_a": 1.38,
  "homo_lumo_gap_ev": 9.46,
  "charge": 1,
  "e_homo_ev": -12.00
}